DFT (the ωB97M-V functional and the def2-TZVPD basis) results for 2 unconnected molecules or ions with the total composition C3H9O3 at a distorted geometry.

Calculated values
Energy   -9395.4058 eV
HOMO energy (spin up / spin down)   -0.3558 / -0.3558 hartree
<S²>   0.753
ΔE to the lowest compared entry with this formula, charge and spin   154.6 kJ/mol
E_LUMO (spin up / spin down)   0.494 / -3.180 eV

Structure (ORCA input):
```
! RIJCOSX wB97M-V def2-TZVPD def2/J DEFGRID3
* xyz 0 2
O -0.81553 -2.92459 -0.83812
H 0.06373 -2.50353 -0.86079
O -2.68200 -0.92098 0.05113
H -1.94391 -1.65736 -0.36027
C -1.89973 3.19004 0.43185
O -2.59664 1.97062 0.38406
C -2.50597 1.32879 -0.86295
C -3.25529 0.01504 -0.81920
H -2.04430 3.62069 1.42982
H -0.82093 3.03862 0.25683
H -2.28615 3.89752 -0.32140
H -1.44763 1.14390 -1.12649
H -2.94615 1.96496 -1.65378
H -3.32501 -0.39461 -1.84011
H -4.29078 0.19696 -0.48042
*
```

Löwdin atomic charge list, values in e, 5 entries: number 1, O, carries 0.063; number 2, H, carries 0.049; number 3, O, carries -0.143; number 4, H, carries 0.120; number 5, C, carries -0.124

---

DFT (the ωB97M-V functional and the def2-TZVPD basis) results for a molecular structure, C39H56N3PPtSSi.

Calculated values
Energy   -77069.5873 eV
HOMO energy (spin up / spin down)   -0.1933 / -0.2501 hartree
<S²>   2.019
E_LUMO (spin up / spin down)   0.009 / -0.113 eV

Structure (ORCA input):
```
! RIJCOSX wB97M-V def2-TZVPD def2/J DEFGRID3
* xyz 0 3
Pt -0.14570 -0.46309 -0.18448
C -2.15967 3.96385 -2.15506
Si -1.77298 4.85140 -0.54203
C -3.16646 4.62674 0.67604
C -1.70824 6.67658 -0.97320
C -0.08532 4.39995 0.13990
C 0.89971 5.37972 0.17523
C 2.16369 5.10721 0.67806
C 2.39217 3.82911 1.14213
N 1.48393 2.84785 1.13208
C 0.25431 3.11043 0.65175
S -0.96428 1.83891 0.67909
H -2.87731 4.54820 -2.74546
H -2.59542 2.99002 -1.94170
H -1.24997 3.82572 -2.75110
H -4.08068 5.09777 0.29599
H -2.91892 5.09738 1.63284
H -3.36126 3.57046 0.86441
H -2.69429 7.01180 -1.31109
H -0.99204 6.88072 -1.77634
H -1.43070 7.28598 -0.10717
H 0.68501 6.37262 -0.20761
H 2.94281 5.85758 0.70562
H 3.36366 3.57054 1.55555
C 1.06830 -4.90100 1.91914
C 0.94104 -4.82171 0.39563
C -0.38846 -5.45529 -0.03480
P 1.03461 -3.05340 -0.19951
C 0.99940 -3.23341 -2.06129
C 1.81571 -4.35695 -2.70229
C -0.44774 -3.28803 -2.58740
C 2.80076 -2.56394 0.15920
C 3.87649 -3.64952 0.10528
C 2.86024 -1.83321 1.51177
H 0.97575 -5.94172 2.24231
H 0.27440 -4.32688 2.40700
H 2.02306 -4.52927 2.28394
H 1.76295 -5.37987 -0.05952
H -1.23280 -4.79039 0.16894
H -0.55469 -6.38566 0.51648
H -0.40519 -5.69819 -1.09767
H 1.42632 -2.27598 -2.37566
H 1.51147 -5.33846 -2.33099
H 2.88578 -4.24650 -2.54181
H 1.64832 -4.35454 -3.78436
H -0.80063 -4.31956 -2.65267
H -0.49446 -2.86709 -3.59793
H -1.13690 -2.73745 -1.94493
H 3.01231 -1.81610 -0.61128
H 3.75550 -4.37875 0.91074
H 4.85794 -3.18441 0.23465
H 3.89400 -4.19425 -0.83520
H 2.57113 -2.48366 2.33778
H 2.19604 -0.96872 1.52137
H 3.87976 -1.48498 1.70424
N 1.51679 0.27908 -0.79725
C 2.29262 1.10597 -1.32124
C 3.74480 1.09032 -0.95402
C 4.71622 1.06290 -1.95288
C 6.05939 0.97679 -1.61686
C 6.43910 0.92821 -0.27936
C 5.47069 0.96413 0.71507
C 4.12508 1.03921 0.37870
C 1.78604 2.14335 -2.27968
C 0.74984 1.82878 -3.15413
C 0.24573 2.78518 -4.02255
C 0.76524 4.07562 -4.01252
C 1.79575 4.39468 -3.13838
C 2.31218 3.43012 -2.28249
H 4.41638 1.10800 -2.99359
H 6.80966 0.95260 -2.39730
H 7.48733 0.85886 -0.01495
H 5.76304 0.92726 1.75745
H 3.35479 1.05760 1.14094
H 0.36398 0.81876 -3.14250
H -0.54641 2.52970 -4.71917
H 0.37159 4.82691 -4.68673
H 2.20167 5.39855 -3.12290
H 3.10876 3.68588 -1.59255
C -2.32733 -0.75719 -3.06268
N -3.33434 0.25629 -2.63448
C -4.67986 -0.09873 -3.15176
C -3.34936 0.47527 -1.12227
C -3.28982 -0.76344 -0.28819
C -4.50246 -1.35692 0.08372
C -4.54020 -2.41759 0.96970
C -3.33846 -2.86332 1.50749
C -2.14128 -2.27504 1.12698
C -2.05247 -1.20825 0.20955
H -2.12798 -0.62939 -4.12565
H -2.73631 -1.74492 -2.86466
H -1.43476 -0.63956 -2.46480
H -3.06250 1.15817 -3.02689
H -4.99009 -1.01813 -2.66232
H -4.62676 -0.25018 -4.22735
H -5.37896 0.70026 -2.91781
H -4.26259 1.03986 -0.93427
H -2.48313 1.09480 -0.90376
H -5.43555 -0.96240 -0.31094
H -5.48240 -2.86923 1.25303
H -3.33870 -3.66157 2.24153
H -1.22723 -2.64592 1.57291
*
```

Löwdin atomic charge list, values in e, 5 entries: number 1, Pt, carries 0.740; number 2, C, carries -0.152; number 3, Si, carries 0.494; number 4, C, carries -0.188; number 5, C, carries -0.195

---

DFT (the ωB97M-V functional and the def2-TZVPD basis) results for 5 unconnected molecules or ions with the total composition C16H47N4O5 at a distorted geometry.

Calculated values
Energy   -33544.7054 eV
HOMO energy   -0.4453 hartree
ΔE to the lowest compared entry with this formula, charge and spin   100.7 kJ/mol
E_LUMO   -1.796 eV

Structure (ORCA input):
```
! RIJCOSX wB97M-V def2-TZVPD def2/J DEFGRID3
* xyz 1 1
O 21.58781 2.49926 18.68661
H 21.14551 1.82754 18.10179
H 22.47761 2.18019 19.04341
H 20.98118 2.82464 19.41330
C 17.18895 -0.83402 19.60001
C 17.94614 0.39782 19.04697
C 17.39252 1.70609 19.56338
O 17.58185 1.76402 20.97030
C 16.65287 2.60394 21.63400
N 19.37439 0.31238 19.32960
H 17.13744 -0.82942 20.68855
H 17.68428 -1.75971 19.30014
H 16.18503 -0.91059 19.17768
H 17.82797 0.36048 17.96157
H 16.36512 1.91239 19.24805
H 17.90654 2.53257 19.05026
H 16.55926 3.55528 21.09820
H 17.05559 2.84882 22.61482
H 15.66113 2.16159 21.73543
H 19.75208 -0.56210 18.97817
H 19.48482 0.21336 20.33833
C 25.77086 1.05092 21.04214
C 24.70443 1.84954 20.25937
C 25.30892 2.42865 19.00121
O 24.33017 3.17624 18.30422
C 24.91711 3.99244 17.25644
N 23.57067 0.95748 19.90369
H 25.34462 0.66572 21.96855
H 26.60019 1.67815 21.37061
H 26.10921 0.26333 20.36847
H 24.34556 2.69042 20.85961
H 25.65051 1.55071 18.43046
H 26.17299 3.05798 19.22520
H 24.11766 3.88407 16.52046
H 25.76215 3.47929 16.79348
H 25.16550 5.00084 17.57115
H 23.35158 0.47454 20.77357
H 23.97506 0.20337 19.34704
C 20.20575 2.19190 15.26888
C 20.37188 0.73519 15.70507
C 20.31740 -0.30160 14.59909
O 20.08649 -1.55650 15.22086
C 19.90497 -2.64741 14.33626
N 21.54256 0.59050 16.60294
H 19.92711 2.83112 16.10716
H 19.48419 2.36849 14.47094
H 21.14904 2.58633 14.87820
H 19.50648 0.57862 16.35238
H 21.19088 -0.32909 13.94239
H 19.38257 -0.10612 14.05869
H 20.88495 -3.07375 14.10546
H 19.38889 -2.37102 13.41576
H 19.35156 -3.44754 14.82346
H 21.44382 -0.38946 16.88154
H 22.42235 0.54828 16.09047
C 21.87442 4.58398 21.54318
C 20.79857 3.53958 21.68949
C 20.12884 3.48983 23.05947
O 21.07161 3.17258 24.04415
C 20.48207 2.77139 25.26423
N 19.83940 3.63848 20.58171
H 22.30383 4.64043 20.53652
H 22.68453 4.48210 22.26426
H 21.54638 5.62966 21.60961
H 21.30063 2.56728 21.56874
H 19.22702 2.87148 23.03489
H 19.80674 4.52685 23.27129
H 20.12132 1.74045 25.30901
H 19.67272 3.44384 25.56174
H 21.25471 2.84493 26.02932
H 19.31296 4.50038 20.71865
H 19.11575 2.90725 20.62979
*
```

Löwdin atomic charge list, values in e, 5 entries: number 1, O, carries 0.141; number 2, H, carries 0.082; number 3, H, carries 0.087; number 4, H, carries 0.075; number 5, C, carries -0.045

---

DFT (the ωB97M-V functional and the def2-TZVPD basis) results for a molecular structure, C49H47CdCl2N8O2S.

Calculated values
Energy   -108036.6506 eV
HOMO energy   -0.1272 hartree
ΔE to the lowest compared entry with this formula, charge and spin   238.1 kJ/mol
E_LUMO   1.796 eV

Structure (ORCA input):
```
! RIJCOSX wB97M-V def2-TZVPD def2/J DEFGRID3
* xyz -1 1
Cd 1.20116 0.44053 -0.07079
C -3.20926 -4.13707 -2.96240
C -2.31250 -2.93250 -2.82017
C -2.75791 -1.64268 -3.08776
C -1.92565 -0.56041 -2.89336
C -0.60080 -0.66958 -2.42808
N 0.14486 0.48078 -2.14322
C 0.20605 1.46014 -3.10703
C 0.06277 1.13150 -4.48172
C 0.04529 2.06677 -5.49451
C 0.21658 3.42292 -5.22660
C 0.21353 4.46045 -6.32319
C 0.44662 3.76423 -3.90691
C 0.44800 2.83640 -2.86731
N 0.68111 3.36311 -1.56143
C 0.23484 4.54137 -1.06364
C 0.80238 4.70375 0.17733
C 1.58584 3.55465 0.35964
N 1.51580 2.75911 -0.69858
C -0.13483 -1.99660 -2.24499
C -1.00098 -3.07670 -2.40942
N 1.23136 -2.30687 -1.93875
C 1.80162 -3.54003 -1.89510
C 3.14050 -3.36770 -1.67011
C 3.30643 -1.97666 -1.57925
N 2.16035 -1.34097 -1.76950
H -4.16571 -3.85957 -3.40652
H -2.75098 -4.90124 -3.59444
H -3.41093 -4.59403 -1.98906
H -3.77657 -1.48291 -3.42888
H -2.30701 0.43620 -3.07058
H -0.04701 0.08386 -4.73078
H -0.08524 1.73505 -6.52127
H -0.45940 4.16953 -7.13125
H -0.11341 5.43036 -5.94559
H 1.21056 4.59189 -6.75477
H 0.65036 4.80205 -3.66314
H -0.46876 5.15575 -1.59905
H 0.63346 5.50940 0.87360
H 2.17734 3.26030 1.21359
H -0.64273 -4.08035 -2.21404
H 1.23888 -4.45096 -1.98538
H 3.88443 -4.13865 -1.54943
H 4.20689 -1.40736 -1.39797
Cl 0.33204 2.26758 3.96916
C -1.20141 2.55635 3.16059
C -2.11430 3.49062 3.75722
C -3.06246 4.11601 3.02487
Cl -4.02383 5.40940 3.72373
C -3.16434 3.80536 1.59976
C -3.42089 4.71262 0.63924
C -3.21936 4.62500 -0.80196
C -2.66253 3.62648 -1.52077
N -2.51619 2.32443 -1.12218
C -2.82455 2.35059 1.38321
C -1.35272 2.11746 1.84664
O -0.44112 1.63108 1.13117
H -1.97244 3.76927 4.79497
H -3.71242 5.69735 0.99395
H -3.40663 5.54293 -1.34902
H -2.34634 3.82295 -2.54398
C 6.69308 1.79443 -0.21868
C 5.62026 1.57387 -1.11165
C 4.42055 1.11294 -0.64933
C 4.20116 0.84199 0.73146
C 2.93499 0.37783 1.22542
C 2.86120 0.07849 2.56361
C 3.95564 0.23928 3.44431
C 5.14986 0.71054 2.98517
C 5.30561 1.02335 1.61283
C 6.53691 1.51582 1.10852
H 7.63550 2.17815 -0.59157
H 5.75359 1.77773 -2.16818
H 3.61044 0.94015 -1.34666
H 1.92574 -0.27439 2.98495
H 3.83402 0.00510 4.49601
H 5.99482 0.84839 3.65308
H 7.35469 1.66900 1.80606
C -1.42282 -3.98737 5.83406
C -0.50899 -4.50733 4.77334
C -0.01710 -5.77334 4.72237
C 0.84736 -6.10122 3.64671
N 1.17171 -5.25426 2.70207
C 0.67636 -3.97965 2.72570
S 0.98999 -2.81431 1.59838
N -0.14959 -3.65203 3.80122
C 1.43174 -7.47733 3.53850
H -1.65063 -4.76634 6.55762
H -2.35552 -3.63430 5.38942
H -0.95995 -3.14564 6.35281
H -0.27388 -6.49988 5.48056
H -0.48350 -2.69939 3.80701
H 1.23237 -8.07446 4.42773
H 2.50635 -7.40188 3.37754
H 1.00839 -7.98038 2.66754
C -3.25424 -2.69687 0.40518
C -2.68901 -1.51149 1.17366
O -2.39761 -0.41276 0.34502
C -3.51976 0.34641 -0.04130
C -3.28397 1.85161 0.00970
H -3.58981 -3.48278 1.09146
H -2.49481 -3.10416 -0.26582
H -4.11045 -2.38192 -0.19822
H -1.73524 -1.76819 1.63299
H -3.38615 -1.20658 1.96442
H -4.35619 0.13137 0.63585
H -3.82592 0.07182 -1.05483
H -3.42893 1.81820 2.13054
H -4.28339 2.27613 -0.13030
H -1.64272 1.84284 -1.31112
*
```

Löwdin atomic charge list, values in e, 5 entries: number 1, Cd, carries 1.392; number 2, C, carries -0.057; number 3, C, carries -0.314; number 4, C, carries -0.058; number 5, C, carries -0.047

---

DFT (the ωB97M-V functional and the def2-TZVPD basis) results for a molecular structure, C7H6ClNO11P2Rh.

Calculated values
Energy   -65483.4641 eV
HOMO energy (spin up / spin down)   -0.2219 / -0.2509 hartree
<S²>   6.008
ΔE to the lowest compared entry with this formula, charge and spin   0.0 kJ/mol
E_LUMO (spin up / spin down)   2.368 / 0.493 eV

Structure (ORCA input):
```
! RIJCOSX wB97M-V def2-TZVPD def2/J DEFGRID3
* xyz -1 5
Rh 0.40484 1.05253 0.82665
O -2.18222 3.82007 1.53738
P -2.46933 2.39263 0.84027
O -3.91066 2.11529 0.79611
O -1.53252 1.39822 1.52378
O -1.82522 2.67924 -0.61803
P -1.26199 1.74387 -1.80826
O -0.39027 2.83752 -2.61874
O -2.31977 1.19147 -2.66648
O -0.24244 0.80729 -1.16423
H -3.01264 4.30840 1.54304
H -0.88724 3.08536 -3.40529
Cl 8.77259 1.86794 2.79414
C 7.09997 1.67048 2.34683
C 6.78005 0.88038 1.25522
C 5.44801 0.72550 0.90539
C 4.45114 1.35398 1.64036
C 4.79217 2.14573 2.73053
C 6.12009 2.30796 3.09059
C 3.01472 1.17253 1.25574
O 2.13081 1.78043 1.94207
O 2.70768 0.44398 0.29431
H 7.56574 0.39694 0.69110
H 5.15962 0.11721 0.05885
H 4.00150 2.63040 3.28655
H 6.39725 2.92093 3.93715
O 1.18512 -2.87903 -0.69045
N 0.89776 -1.82133 -0.25826
O 0.53646 -1.44932 0.81616
*
```

Löwdin atomic charge list, values in e, 5 entries: number 1, Rh, carries 1.234; number 2, O, carries -0.139; number 3, P, carries 0.180; number 4, O, carries -0.288; number 5, O, carries -0.423